1.
Computed, not measured: a structure of composition C42H38ClInN5O9S in a non-equilibrium geometry, with the ωB97M-V functional and the def2-TZVPD basis.

Summary:
- Spin multiplicity: 1
- Orbital gap: 7.7 eV
- HOMO energy: -5.68 eV
- Total charge: -1

Last column: Löwdin charge in e.
CARTESIAN COORDINATES (ANGSTROEM)
In (0.47971, 1.86426, -0.38240)  0.9694
N (2.15597, 2.43990, 1.12735)  0.0161
C (3.26869, 3.13186, 0.47516)  -0.1335
C (3.41546, 2.72528, -0.99965)  -0.6819
O (4.50028, 2.92242, -1.53235)  0.0108
O (2.38363, 2.21736, -1.54564)  -0.0975
H (1.78250, 2.97709, 1.90019)  0.0912
H (2.46773, 1.52653, 1.46725)  0.0708
H (4.22510, 2.95235, 0.97129)  0.1216
H (3.07276, 4.20668, 0.48109)  0.1269
O (-2.16158, 3.59995, 5.59476)  0.1108
C (-2.70126, 2.40520, 5.51825)  -0.5222
O (-3.57864, 2.05298, 6.27512)  0.0420
C (-2.17328, 1.46471, 4.47573)  -0.0536
C (-2.44710, 0.11253, 4.45456)  -0.5740
Cl (-3.51878, -0.75182, 5.45701)  0.8014
N (-1.78665, -0.44132, 3.40484)  -0.0584
N (-1.11629, 0.49824, 2.71755)  0.1794
C (-1.32902, 1.63730, 3.33405)  -0.1319
C (-0.75749, 2.89132, 2.72530)  -0.5767
O (-0.59050, 3.87181, 3.48180)  0.0160
O (-0.50855, 2.89076, 1.50540)  -0.0639
C (-1.74931, -1.77408, 2.91459)  -0.1772
C (-1.56577, -1.93588, 1.54686)  -0.0235
C (-1.54991, -3.20894, 1.00892)  -0.0744
C (-1.70478, -4.32179, 1.82312)  -0.0897
C (-1.85299, -4.14955, 3.18946)  -0.0822
C (-1.87059, -2.87932, 3.74489)  -0.0424
H (-1.42425, 3.74000, 4.89466)  0.0877
H (-1.44500, -1.05648, 0.92566)  0.0738
H (-1.41442, -3.32539, -0.05587)  0.1008
H (-1.69234, -5.31554, 1.40032)  0.0985
H (-1.94862, -5.00863, 3.83926)  0.1015
H (-1.95846, -2.76605, 4.81184)  0.0759
C (-2.98231, 2.86098, -4.93654)  -0.0967
C (-2.13592, 1.82693, -4.48228)  -0.0968
C (-1.37108, 1.99870, -3.36442)  -0.0580
C (-1.39324, 3.21473, -2.63520)  -0.1870
C (-0.60148, 3.41138, -1.46844)  -0.1355
C (-0.59122, 4.65366, -0.88773)  -0.1138
C (-1.37743, 5.71469, -1.38970)  -0.0783
C (-2.18326, 5.52327, -2.47229)  -0.0536
C (-2.20431, 4.27093, -3.12817)  -0.1728
C (-3.00762, 4.05398, -4.27555)  -0.0514
H (-3.59750, 2.70939, -5.81483)  0.0930
H (-2.08753, 0.89641, -5.03321)  0.0965
H (-0.71754, 1.20790, -3.02354)  0.0787
H (-0.00261, 4.83417, 0.00148)  0.0895
H (-1.35638, 6.67490, -0.88856)  0.0991
H (-2.80705, 6.32359, -2.85399)  0.1029
H (-3.63122, 4.86620, -4.62898)  0.1028
C (-4.28804, 1.56220, 1.35793)  -0.1142
C (-4.08655, 0.25485, 0.61135)  -0.3633
S (-2.96989, 0.53399, -0.78839)  0.9922
O (-1.65402, 0.74881, -0.11250)  -0.5760
C (-2.96785, -1.15641, -1.46968)  -0.3760
C (-3.70821, -1.18296, -2.79742)  -0.1239
H (-4.82444, 1.39529, 2.29179)  0.0816
H (-4.85358, 2.27197, 0.75485)  0.0777
H (-3.32253, 2.00904, 1.59345)  0.0611
H (-5.01662, -0.15587, 0.21435)  0.0946
H (-3.58705, -0.49456, 1.22945)  0.0684
H (-3.39949, -1.83951, -0.73763)  0.0788
H (-1.90810, -1.37685, -1.60001)  0.0579
H (-4.70455, -0.74668, -2.71117)  0.0709
H (-3.82035, -2.20816, -3.14799)  0.0744
H (-3.15666, -0.61977, -3.54783)  0.0527
O (-0.06307, -0.68301, -2.20333)  0.0199
C (0.84355, -0.97579, -1.44724)  -0.5372
N (1.58224, -2.13469, -1.53608)  0.1652
C (2.75295, -2.05535, -0.67763)  -0.2619
C (2.41061, -0.75132, 0.10803)  -0.4060
O (3.08609, -0.32568, 1.02394)  0.0771
N (1.24607, -0.23158, -0.35805)  0.1365
C (2.87461, -3.22174, 0.28788)  -0.1620
C (2.02471, -4.31450, 0.22665)  -0.0374
C (2.18196, -5.37901, 1.10592)  -0.0894
C (3.18442, -5.35134, 2.05941)  -0.0989
C (4.04374, -4.26095, 2.11826)  -0.0733
C (3.89811, -3.20847, 1.23280)  -0.0202
C (4.01572, -1.94253, -1.52459)  -0.1362
C (4.50944, -0.71399, -1.92880)  0.0110
C (5.60546, -0.63852, -2.77478)  -0.0527
C (6.21232, -1.79756, -3.23113)  -0.0936
C (5.71935, -3.03392, -2.83563)  -0.0879
C (4.62873, -3.10636, -1.98431)  -0.0323
H (1.66720, -2.54364, -2.45544)  0.1591
H (1.24269, -4.33479, -0.51887)  0.1017
H (1.51733, -6.23068, 1.04374)  0.0963
H (3.29930, -6.17287, 2.75414)  0.0954
H (4.83737, -4.23610, 2.85270)  0.1005
H (4.57061, -2.36260, 1.27199)  0.1225
H (4.04280, 0.19743, -1.61106)  0.0978
H (5.96487, 0.33835, -3.06470)  0.1105
H (7.06432, -1.74176, -3.89643)  0.0965
H (6.18859, -3.94579, -3.18256)  0.0968
H (4.25734, -4.07214, -1.66381)  0.1151

Atoms 1-3, force components in eV/Å:
In 0.20 0.48 0.09
N -0.10 -0.23 0.04
C 0.12 0.08 -0.11

2.
Computed, not measured: a structure of composition C42H39F3N2NiO3P2S2Si, with the ωB97M-V functional and the def2-TZVPD basis.

Summary:
- Spin multiplicity: 3
- Orbital gap (spin up / spin down): 6.7 / 5.9 eV
- Expectation value of S²: 2.0098
- HOMO energy (spin up / spin down): -6.29 / -6.29 eV

Last column: Mulliken spin population.
CARTESIAN COORDINATES (ANGSTROEM)
Ni (-0.17874, -0.70687, 0.31859)  1.3221
C (-3.42736, -2.52517, -0.19372)  0.0429
Si (-2.50090, -1.03287, 0.49400)  0.1914
C (-3.27956, 0.52207, -0.30999)  0.0502
C (-4.66831, 0.67347, -0.40478)  -0.0208
C (-5.23793, 1.79375, -0.98459)  0.0009
C (-4.42890, 2.79978, -1.50499)  -0.0004
C (-3.05475, 2.67037, -1.44013)  -0.0062
C (-2.48568, 1.54891, -0.83171)  -0.0310
P (-0.69498, 1.26983, -0.87076)  0.0664
C (0.17327, 2.74385, -0.27771)  0.0200
C (1.57003, 2.66796, -0.28405)  0.0223
C (2.32845, 3.71068, 0.22017)  0.0006
C (1.69991, 4.82710, 0.76114)  0.0082
C (0.31587, 4.88987, 0.80310)  -0.0026
C (-0.44946, 3.85182, 0.28440)  0.0142
C (-0.39629, 1.26570, -2.67583)  -0.0329
C (-1.10145, 0.32351, -3.42766)  0.0193
C (-0.95297, 0.26349, -4.80243)  0.0066
C (-0.08985, 1.14163, -5.44637)  0.0073
C (0.60921, 2.08384, -4.70902)  -0.0024
C (0.45268, 2.15141, -3.32861)  0.0063
C (-2.98061, -0.79272, 2.31896)  0.0627
C (-4.30211, -0.89953, 2.76087)  -0.0180
C (-4.65901, -0.56724, 4.05702)  0.0020
C (-3.69460, -0.10933, 4.94547)  -0.0001
C (-2.37302, -0.02344, 4.54184)  0.0060
C (-2.01396, -0.37663, 3.24112)  -0.0573
P (-0.27652, -0.49128, 2.69700)  0.1297
C (0.65780, 0.71469, 3.68847)  0.0610
C (1.13112, 1.87358, 3.08542)  -0.0456
C (1.83372, 2.81518, 3.82632)  0.0039
C (2.07225, 2.60287, 5.17406)  0.0016
C (1.61414, 1.44159, 5.78454)  0.0009
C (0.91454, 0.50263, 5.04575)  0.0004
C (0.25113, -2.09278, 3.38721)  -0.0189
C (-0.64856, -3.15135, 3.47939)  0.0159
C (-0.21460, -4.40658, 3.88319)  0.0012
C (1.11907, -4.61489, 4.19682)  0.0053
C (2.01992, -3.56211, 4.11014)  -0.0027
C (1.59141, -2.30817, 3.70566)  0.0107
H (-4.44837, -2.60361, 0.18995)  0.0030
H (-2.90283, -3.44867, 0.05630)  -0.0048
H (-3.48689, -2.45887, -1.28233)  -0.0039
H (-5.31974, -0.10481, -0.02398)  0.0017
H (-6.31528, 1.88422, -1.04471)  0.0000
H (-4.87191, 3.66879, -1.97376)  0.0000
H (-2.41832, 3.42963, -1.88113)  0.0007
H (2.05804, 1.77227, -0.65773)  0.0029
H (3.40842, 3.64061, 0.21279)  -0.0001
H (2.29138, 5.63915, 1.16428)  0.0002
H (-0.17578, 5.74746, 1.24354)  -0.0004
H (-1.52921, 3.90671, 0.33612)  0.0010
H (-1.77214, -0.36826, -2.93043)  0.0024
H (-1.50472, -0.47323, -5.37125)  0.0003
H (0.02349, 1.09894, -6.52268)  0.0002
H (1.27223, 2.78234, -5.20448)  -0.0001
H (0.99520, 2.90266, -2.77096)  0.0023
H (-5.07197, -1.24330, 2.07917)  0.0014
H (-5.69042, -0.65440, 4.37512)  -0.0002
H (-3.97131, 0.16880, 5.95424)  0.0000
H (-1.62254, 0.32045, 5.24112)  0.0005
H (0.97090, 2.03274, 2.02799)  0.0239
H (2.20121, 3.70840, 3.33832)  -0.0005
H (2.62651, 3.33360, 5.74902)  0.0000
H (1.81089, 1.26282, 6.83366)  -0.0001
H (0.58819, -0.41460, 5.52036)  0.0006
H (-1.69350, -3.00287, 3.23808)  -0.0029
H (-0.92257, -5.22270, 3.94772)  0.0001
H (1.45729, -5.59504, 4.50674)  0.0004
H (3.06422, -3.71797, 4.34803)  -0.0001
H (2.30551, -1.49893, 3.61913)  0.0008
F (3.29944, -3.97317, -3.42847)  0.0000
C (3.70729, -3.32959, -2.19707)  0.0018
F (4.61695, -2.37099, -2.73297)  0.0001
F (4.58038, -4.26354, -1.68140)  0.0000
S (2.40765, -2.01354, 0.39006)  0.0113
O (2.64285, -0.76632, 1.10098)  0.0109
O (1.83081, -0.97151, -1.29497)  0.0245
O (0.99872, -2.45509, 0.51943)  0.0426
C (3.39845, 0.16833, -3.59453)  -0.0013
N (2.72837, -0.92306, -4.27369)  0.0017
C (2.95917, -1.13579, -5.69942)  0.0001
C (2.22928, -2.45116, -5.95655)  -0.0001
N (1.26724, -2.48425, -4.84820)  0.0010
C (1.75444, -1.69903, -3.84566)  0.0048
S (1.09001, -1.93472, -2.30093)  0.0296
H (4.47252, 0.03596, -3.71501)  0.0002
H (3.16035, 0.13911, -2.53945)  0.0017
H (3.08497, 1.11839, -4.03386)  0.0004
H (4.02865, -1.20611, -5.89304)  0.0000
H (2.54189, -0.29866, -6.26793)  0.0000
H (2.91527, -3.29520, -5.87421)  0.0001
H (1.72132, -2.47003, -6.91839)  0.0001
H (0.96364, -3.40100, -4.55125)  0.0001

Atoms 1-3, force components in eV/Å:
Ni 0.02 -0.05 0.27
C -0.05 0.05 0.02
Si 0.19 -0.03 -0.15